Record 1
# C4H8N4

An isolated molecule of C4H8N4 in a non-equilibrium geometry (ωB97M-V/def2-TZVPD, the Open Molecules 2025 dataset).

Geometry as ORCA input:
```
! RIJCOSX wB97M-V def2-TZVPD def2/J DEFGRID3
* xyz 0 1
N 2.38 -0.15 0.69
C 1.64 -0.64 -0.59
C 0.25 -0.53 -0.34
C -0.81 -1.46 -0.16
N -1.91 -0.75 0.14
N -1.65 0.59 0.23
C -0.43 0.68 -0.06
N 0.02 2.04 -0.06
H 2.14 -0.76 1.45
H 1.86 0.77 1.05
H 1.99 -1.66 -0.67
H 1.87 -0.01 -1.46
H -0.70 -2.48 0.00
H -2.82 -1.03 0.88
H -0.83 2.67 -0.48
H 0.79 2.04 -0.83
*
```

Values from the calculation:
Kohn-Sham gap (eV): 9.34
Largest force on an atom (Eh/bohr): 0.1125
ΔE to the lowest compared entry with this formula, charge and spin (kcal per mole): 58.5
SMILES string: NCc1c[nH]nc1N
Highest occupied orbital energy (eV): -8.514
DFT total energy (a.u.): -376.15526

Record 2
# C4H8N4

An isolated molecule of C4H8N4 in a non-equilibrium geometry (ωB97M-V/def2-TZVPD, the Open Molecules 2025 dataset).

Geometry as ORCA input:
```
! RIJCOSX wB97M-V def2-TZVPD def2/J DEFGRID3
* xyz 0 1
N 0.61 2.19 0.05
N -0.88 1.83 0.28
C -1.13 0.75 -0.33
N -0.35 0.23 -1.35
C -0.11 -0.97 -1.08
N -0.10 -1.48 0.12
C 0.96 -2.01 0.78
C 0.49 -0.79 1.33
H 0.63 3.06 0.32
H 1.00 2.06 -0.92
H -2.23 0.25 -0.08
H 0.61 -1.26 -2.04
H 2.00 -2.21 0.13
H 1.01 -2.79 1.56
H -0.30 -0.64 2.15
H 1.02 0.22 0.98
*
```

Values from the calculation:
Kohn-Sham gap (eV): 9.73
Largest force on an atom (Eh/bohr): 0.1482
ΔE to the lowest compared entry with this formula, charge and spin (kcal per mole): 144.1
SMILES string: N/N=C\N=C/N1CC1
Highest occupied orbital energy (eV): -8.892
DFT total energy (a.u.): -376.01885

Record 3
# C4H8N4

An isolated molecule of C4H8N4 in a non-equilibrium geometry (ωB97M-V/def2-TZVPD, the Open Molecules 2025 dataset).

Geometry as ORCA input:
```
! RIJCOSX wB97M-V def2-TZVPD def2/J DEFGRID3
* xyz 0 1
N 2.60 0.22 -0.22
N 1.21 0.06 0.06
C 0.43 1.37 -0.03
N -0.81 1.64 -0.12
C -1.77 0.68 0.29
C -1.61 -0.72 -0.41
N -0.59 -1.45 -0.04
C 0.61 -1.10 0.25
H 3.06 0.27 0.66
H 3.26 -0.68 -0.59
H 1.08 2.13 -0.44
H -2.74 0.91 0.06
H -1.85 0.41 1.44
H -2.56 -1.21 -0.18
H -1.58 -0.75 -1.57
H 1.27 -1.77 0.83
*
```

Values from the calculation:
Kohn-Sham gap (eV): 9.07
Largest force on an atom (Eh/bohr): 0.1451
ΔE to the lowest compared entry with this formula, charge and spin (kcal per mole): 98.9
SMILES string: NN1C=NCCN=C1
Highest occupied orbital energy (eV): -8.435
DFT total energy (a.u.): -376.09078

Record 4
# C4H8N4

An isolated molecule of C4H8N4 in a non-equilibrium geometry (ωB97M-V/def2-TZVPD, the Open Molecules 2025 dataset).

Geometry as ORCA input:
```
! RIJCOSX wB97M-V def2-TZVPD def2/J DEFGRID3
* xyz 0 1
C -0.58 0.79 0.66
C 0.74 1.03 -0.15
C 0.92 2.43 -0.49
C -0.69 -2.78 0.00
N 1.32 0.01 -0.57
N 0.94 -1.22 -0.32
N -1.17 -0.54 0.68
N -0.28 -1.43 0.25
H -0.37 1.06 1.67
H -1.43 1.54 0.34
H 0.83 3.07 0.41
H 0.05 2.68 -1.17
H 1.85 2.55 -1.13
H -1.33 -2.75 -0.81
H 0.24 -3.25 -0.30
H -1.02 -3.19 0.93
*
```

Values from the calculation:
Kohn-Sham gap (alpha / beta) (eV): 8.04 / 8.03
Largest force on an atom (Eh/bohr): 0.0872
ΔE to the lowest compared entry with this formula, charge and spin (kcal per mole): 102.7
Highest occupied orbital energy (alpha / beta) (eV): -7.966 / -7.966
DFT total energy (a.u.): -376.08474

Record 5
# C4H8N4O

A structure of composition C4H8N4O in a non-equilibrium geometry (ωB97M-V/def2-TZVPD, the Open Molecules 2025 dataset).

Geometry as ORCA input:
```
! RIJCOSX wB97M-V def2-TZVPD def2/J DEFGRID3
* xyz 0 1
C -1.16 -0.69 0.03
C 1.09 -0.69 -0.23
C 0.70 0.62 -0.19
C -0.77 0.61 -0.05
H -2.56 -1.76 -0.71
H -2.14 -1.87 0.94
H 2.88 -1.11 0.78
H 2.62 -2.13 -0.67
H 2.51 1.21 0.20
H 1.30 2.72 0.06
H -1.85 2.05 0.94
H -2.77 1.56 -1.03
N -2.44 -1.25 0.11
N 2.59 -1.06 -0.21
N 1.62 1.59 0.26
N -1.56 1.74 -0.27
O -0.05 -1.54 0.06
*
```

Values from the calculation:
Kohn-Sham gap (eV): 7.93
Largest force on an atom (Eh/bohr): 0.1276
ΔE to the lowest compared entry with this formula, charge and spin (kcal per mole): 154.3
Highest occupied orbital energy (eV): -7.501
DFT total energy (a.u.): -451.27241

Record 6
# C4H8N4O

An isolated molecule of C4H8N4O in a non-equilibrium geometry (ωB97M-V/def2-TZVPD, the Open Molecules 2025 dataset).

Geometry as ORCA input:
```
! RIJCOSX wB97M-V def2-TZVPD def2/J DEFGRID3
* xyz 0 1
C 2.12 -1.41 -0.65
O 2.55 -0.19 -0.14
C 1.71 0.35 0.84
N 0.66 1.23 0.21
C -0.56 0.73 -0.03
N -1.34 1.49 -0.69
N -0.93 -0.38 0.49
C -2.17 -0.88 0.21
N -3.24 -1.24 0.03
H 1.22 -1.32 -1.30
H 1.85 -2.09 0.22
H 2.91 -1.96 -1.28
H 1.24 -0.46 1.38
H 2.12 1.07 1.50
H 0.99 1.98 -0.39
H -2.43 1.46 -0.36
H -0.85 2.45 -1.13
*
```

Values from the calculation:
Kohn-Sham gap (eV): 9.56
Largest force on an atom (Eh/bohr): 0.1619
ΔE to the lowest compared entry with this formula, charge and spin (kcal per mole): 65.2
SMILES string: COCN/C(N)=N/C#N
Highest occupied orbital energy (eV): -9.288
DFT total energy (a.u.): -451.41435

Record 7
# C4H8N4O

An isolated molecule of C4H8N4O in a non-equilibrium geometry (ωB97M-V/def2-TZVPD, the Open Molecules 2025 dataset).

Geometry as ORCA input:
```
! RIJCOSX wB97M-V def2-TZVPD def2/J DEFGRID3
* xyz 0 1
H 2.62 2.31 -0.09
N 1.82 1.70 0.06
C 1.97 0.51 -0.37
C 1.27 -0.81 0.13
O 1.96 -1.83 0.04
C -0.13 -0.80 0.27
N -0.77 -2.09 0.25
C -0.94 0.31 -0.05
N -2.21 0.03 -0.49
N -0.76 1.55 0.43
H 2.94 0.21 -0.79
H -0.05 -2.79 0.12
H -1.28 -2.26 1.11
H -2.37 -0.92 -0.79
H -2.85 0.78 -0.67
H 0.20 1.82 0.67
H -1.41 2.28 0.18
*
```

Values from the calculation:
Kohn-Sham gap (eV): 8.12
Largest force on an atom (Eh/bohr): 0.0534
ΔE to the lowest compared entry with this formula, charge and spin (kcal per mole): 42.7
SMILES string: [H]/N=C/C(=O)C(N)=C(N)N
Highest occupied orbital energy (eV): -7.333
DFT total energy (a.u.): -451.45025

Record 8
# C4H8N4O2

A cluster of 2 separate species, C4H8N4O2 in total in a non-equilibrium geometry (ωB97M-V/def2-TZVPD, the Open Molecules 2025 dataset).

Geometry as ORCA input:
```
! RIJCOSX wB97M-V def2-TZVPD def2/J DEFGRID3
* xyz 0 1
C 1.30 -1.96 -0.07
N 0.76 -0.65 -0.33
C 1.43 0.52 -0.22
C -1.80 -0.18 0.17
C -0.85 1.99 0.26
N -2.93 -0.84 0.29
O 2.63 0.36 0.45
N -1.72 1.08 0.37
N -0.79 3.20 0.08
O 1.30 1.51 -0.94
H 3.15 1.16 0.32
H -0.15 -0.58 -0.83
H -2.92 -1.84 0.35
H -3.84 -0.38 0.32
H 0.10 3.57 -0.23
H 2.22 -1.91 0.52
H 1.53 -2.48 -1.00
H 0.59 -2.58 0.49
*
```

Values from the calculation:
Kohn-Sham gap (alpha / beta) (eV): 7.75 / 7.75
Largest force on an atom (Eh/bohr): 0.0779
ΔE to the lowest compared entry with this formula, charge and spin (kcal per mole): 63.7
Highest occupied orbital energy (alpha / beta) (eV): -7.593 / -7.592
DFT total energy (a.u.): -526.63021

Record 9
# C4H8N4OS

An isolated molecule of C4H8N4OS in a non-equilibrium geometry (ωB97M-V/def2-TZVPD, the Open Molecules 2025 dataset).

Geometry as ORCA input:
```
! RIJCOSX wB97M-V def2-TZVPD def2/J DEFGRID3
* xyz 0 1
C -1.20 2.01 0.04
C -1.26 0.50 0.07
C -2.27 -0.41 0.08
N -1.77 -1.62 0.23
N -0.39 -1.59 0.16
C -0.12 -0.34 0.08
S 1.94 0.06 0.08
N 2.57 -0.47 1.34
N 2.43 -0.90 -1.23
O 2.09 1.48 -0.17
H -2.08 2.51 -0.15
H -1.05 2.51 1.10
H -0.53 2.50 -0.54
H -3.35 -0.13 -0.04
H -2.40 -2.37 0.46
H 2.49 -1.46 1.57
H 2.41 -1.90 -1.04
H 2.48 -0.36 -2.03
*
```

Values from the calculation:
Kohn-Sham gap (eV): 9.95
Largest force on an atom (Eh/bohr): 0.0958
ΔE to the lowest compared entry with this formula, charge and spin (kcal per mole): 42.7
SMILES string: Cc1c[nH]nc1[S@@](=N)(N)=O
Highest occupied orbital energy (eV): -9.248
DFT total energy (a.u.): -849.53144

Record 10
# C4H8N4S

A cluster of 2 separate species, C4H8N4S in total in a non-equilibrium geometry (ωB97M-V/def2-TZVPD, the Open Molecules 2025 dataset).

Geometry as ORCA input:
```
! RIJCOSX wB97M-V def2-TZVPD def2/J DEFGRID3
* xyz -2 1
C -3.57 0.81 -0.30
C -2.65 0.57 0.66
C 2.65 1.40 -0.29
C -0.84 -1.41 -0.15
N -1.38 0.86 0.75
N 0.79 0.17 0.03
N 1.22 1.44 0.01
N -0.49 -0.06 0.26
S -5.19 0.33 -0.49
H -3.32 1.71 -1.00
H -3.12 -0.74 1.99
H 2.95 0.44 -0.39
H 2.84 1.95 -1.27
H 3.11 1.83 0.68
H 0.11 -1.92 -0.31
H -1.52 -1.88 0.61
H -1.41 -1.38 -1.11
*
```

Values from the calculation:
Kohn-Sham gap (alpha / beta) (eV): 4.86 / 4.86
Largest force on an atom (Eh/bohr): 0.0757
ΔE to the lowest compared entry with this formula, charge and spin (kcal per mole): 101.8
Highest occupied orbital energy (alpha / beta) (eV): 1.255 / 1.256
DFT total energy (a.u.): -774.11472

Record 11
# C4H8N5O

The ion C4H8N5O with charge +1 in a non-equilibrium geometry (ωB97M-V/def2-TZVPD, the Open Molecules 2025 dataset).

Geometry as ORCA input:
```
! RIJCOSX wB97M-V def2-TZVPD def2/J DEFGRID3
* xyz 1 1
N 0.09 1.89 -2.80
N -0.67 1.60 -2.00
C -1.36 1.27 -0.90
N -1.91 0.04 -0.77
C -1.18 -1.17 -0.98
N -0.11 -1.14 -0.02
C 0.84 -0.30 0.11
C 1.33 -0.22 1.54
N 2.44 0.28 1.94
O 0.48 -0.76 2.26
H -1.26 2.01 -0.14
H -2.54 0.03 0.08
H -0.98 -1.39 -2.02
H -1.92 -1.98 -0.68
H -0.40 -1.40 0.87
H 1.27 0.29 -0.73
H 3.09 0.79 1.39
H 2.81 0.14 2.86
*
```

Values from the calculation:
Kohn-Sham gap (alpha / beta) (eV): 6.72 / 6.72
Largest force on an atom (Eh/bohr): 0.0993
ΔE to the lowest compared entry with this formula, charge and spin (kcal per mole): 63.3
SMILES string: N#[N+]/C=[NH+]\CN/C=C(/N)[O-]
Highest occupied orbital energy (alpha / beta) (eV): -12.002 / -12.002
DFT total energy (a.u.): -505.88388

Record 12
# C4H8NO

A cluster of 2 separate species, C4H8NO in total in a non-equilibrium geometry (ωB97M-V/def2-TZVPD, the Open Molecules 2025 dataset).

Geometry as ORCA input:
```
! RIJCOSX wB97M-V def2-TZVPD def2/J DEFGRID3
* xyz 1 1
C 3.67 -0.23 -0.04
C -2.28 0.33 0.44
C -3.13 -0.31 -0.35
C 1.18 -0.05 -0.02
N 2.44 -0.09 -0.03
O 0.49 1.01 -0.22
H 4.19 -0.47 -0.97
H -1.71 -0.20 1.20
H -2.27 1.42 0.47
H 4.25 -0.11 0.87
H -3.76 0.22 -1.04
H -3.23 -1.39 -0.34
H 0.68 -1.01 0.18
H -0.51 0.88 -0.14
*
```

Values from the calculation:
Kohn-Sham gap (eV): 9.51
Largest force on an atom (Eh/bohr): 0.0274
ΔE to the lowest compared entry with this formula, charge and spin (kcal per mole): 48.1
Highest occupied orbital energy (eV): -14.347
DFT total energy (a.u.): -286.86581

Record 13
# C4H8NO

The ion C4H8NO with charge +1 in a non-equilibrium geometry (ωB97M-V/def2-TZVPD, the Open Molecules 2025 dataset).

Geometry as ORCA input:
```
! RIJCOSX wB97M-V def2-TZVPD def2/J DEFGRID3
* xyz 1 1
C 1.51 -1.02 -1.39
C 0.16 -0.57 -1.10
C -0.10 0.00 0.06
N -1.33 0.56 0.30
C -1.67 1.17 1.61
O -2.17 0.61 -0.53
H 1.89 -0.52 -2.25
H 1.59 -2.08 -1.68
H 2.09 -0.88 -0.44
H -0.54 -1.00 -1.83
H 0.62 0.00 0.81
H -2.65 0.95 1.80
H -1.54 2.29 1.62
H -0.77 1.05 2.29
*
```

Values from the calculation:
Kohn-Sham gap (alpha / beta) (eV): 8.99 / 8.99
Largest force on an atom (Eh/bohr): 0.1034
ΔE to the lowest compared entry with this formula, charge and spin (kcal per mole): 85.2
SMILES string: C/C=C/[N+](C)=O
Highest occupied orbital energy (alpha / beta) (eV): -15.846 / -15.846
DFT total energy (a.u.): -286.80665

Record 14
# C4H8NO

The ion C4H8NO with charge +1 in a non-equilibrium geometry (ωB97M-V/def2-TZVPD, the Open Molecules 2025 dataset).

Geometry as ORCA input:
```
! RIJCOSX wB97M-V def2-TZVPD def2/J DEFGRID3
* xyz 1 1
C -0.07 0.08 0.49
C 0.98 -0.81 0.70
C -1.71 1.00 -1.31
C 1.43 -1.22 2.06
N -1.88 0.69 -2.75
O -0.58 0.24 -0.94
H -0.57 0.67 1.27
H 1.47 -1.36 -0.11
H 1.80 -0.45 2.69
H 2.03 -2.10 1.94
H 0.55 -1.52 2.53
H -1.40 -0.16 -3.09
H -1.44 1.37 -3.31
H -2.90 0.80 -2.95
*
```

Values from the calculation:
Kohn-Sham gap (eV): 8.45
Largest force on an atom (Eh/bohr): 0.1166
ΔE to the lowest compared entry with this formula, charge and spin (kcal per mole): 96.3
Highest occupied orbital energy (eV): -13.551
DFT total energy (a.u.): -286.78901

Record 15
# C4H8NO

The ion C4H8NO with charge +1 in a non-equilibrium geometry (ωB97M-V/def2-TZVPD, the Open Molecules 2025 dataset).

Geometry as ORCA input:
```
! RIJCOSX wB97M-V def2-TZVPD def2/J DEFGRID3
* xyz 1 1
C -0.10 0.31 -2.11
C 0.30 1.04 0.00
C -0.39 0.90 1.28
C -0.11 -1.33 -0.39
N 0.11 0.06 -0.86
O 0.71 -1.46 0.73
H 0.38 1.23 -2.49
H 0.56 2.06 -0.17
H 0.14 0.22 1.90
H -1.31 0.42 1.06
H -0.68 1.75 1.85
H -1.16 -1.36 0.07
H -0.05 -2.02 -1.18
H 1.61 -1.82 0.31
*
```

Values from the calculation:
Kohn-Sham gap (alpha / beta) (eV): 7.46 / 8.13
Largest force on an atom (Eh/bohr): 0.0978
ΔE to the lowest compared entry with this formula, charge and spin (kcal per mole): 121.0
Highest occupied orbital energy (alpha / beta) (eV): -14.211 / -14.711
DFT total energy (a.u.): -286.74961